1.
# C24H27Cl6N3O6

A 6-piece molecular cluster, C24H27Cl6N3O6 overall (ωB97M-V/def2-TZVPD, the Open Molecules 2025 dataset).

Structure (ORCA input):
```
! wB97M-V def2-TZVPD RIJCOSX def2/J DEFGRID3
* xyz 0 1
O -1.281 -23.347 -19.302
N -1.533 -22.321 -19.878
O -0.899 -21.922 -20.867
C -2.692 -21.539 -19.402
C -2.911 -20.306 -20.065
C -4.029 -19.594 -19.721
C -4.848 -20.014 -18.669
C -4.771 -21.253 -18.253
C -3.631 -22.060 -18.528
H -2.226 -19.920 -20.805
H -4.225 -18.647 -20.201
H -5.788 -19.571 -18.374
H -5.502 -21.630 -17.554
H -3.581 -23.080 -18.177
O -10.729 -18.298 -6.885
N -11.426 -17.584 -6.177
O -11.397 -17.682 -4.974
C -12.392 -16.614 -6.736
C -12.522 -16.514 -8.157
C -13.291 -15.423 -8.698
C -13.812 -14.534 -7.842
C -13.763 -14.617 -6.520
C -13.056 -15.723 -5.931
H -11.933 -17.045 -8.891
H -13.470 -15.276 -9.753
H -14.255 -13.649 -8.275
H -14.341 -13.975 -5.872
H -13.093 -15.976 -4.882
O 1.715 -17.371 -18.357
N 1.470 -16.214 -18.720
O 1.174 -15.401 -17.842
C 1.452 -15.810 -20.168
C 1.731 -16.741 -21.104
C 1.836 -16.473 -22.509
C 1.499 -15.202 -22.875
C 1.196 -14.234 -21.931
C 1.196 -14.448 -20.588
H 1.958 -17.736 -20.751
H 2.033 -17.068 -23.388
H 1.629 -14.914 -23.908
H 1.021 -13.238 -22.310
H 1.064 -13.711 -19.810
Cl -9.173 -10.240 -13.288
C -10.514 -9.673 -14.324
C -11.468 -8.775 -13.557
Cl -12.053 -9.472 -12.050
H -10.975 -10.659 -14.378
H -10.083 -9.163 -15.186
H -12.426 -8.570 -14.035
H -10.995 -7.837 -13.269
Cl -10.395 -23.478 -13.039
C -10.521 -23.863 -11.354
C -11.045 -22.654 -10.485
Cl -12.774 -22.139 -10.773
H -9.519 -24.120 -11.010
H -11.044 -24.792 -11.126
H -10.488 -21.752 -10.739
H -10.910 -22.802 -9.414
Cl -3.434 -18.092 -12.706
C -3.936 -16.410 -12.514
C -5.432 -16.394 -12.907
Cl -6.440 -17.534 -11.884
H -3.171 -15.821 -13.021
H -3.769 -16.099 -11.483
H -5.481 -16.553 -13.984
H -5.855 -15.426 -12.642
*
```

Energy above the lowest of the compared OMol25 structures with the same formula, charge and spin (eV): 3.405
HOMO energy (eV): -9.895

=====

2.
# C24H27ClIMoO2PSb

C24H27ClIMoO2PSb as an isolated structure (ωB97M-V/def2-TZVPD, the Open Molecules 2025 dataset).

Structure (ORCA input):
```
! wB97M-V def2-TZVPD RIJCOSX def2/J DEFGRID3
* xyz 3 3
C -2.781 1.783 -6.141
C -2.902 0.568 -5.299
H -3.487 1.725 -6.983
H -1.752 1.849 -6.536
H -2.995 2.670 -5.529
O -3.271 -0.541 -5.530
I -2.400 1.117 -3.047
Mo -0.282 0.077 -1.915
P 1.403 -1.171 -2.838
C 1.615 -2.955 -2.518
C 1.166 -1.039 -4.640
H 3.183 0.461 -2.704
H 3.757 -1.081 -3.417
H 3.504 -0.945 -1.653
C 3.134 -0.630 -2.634
H 1.057 0.016 -4.915
H 2.043 -1.459 -5.152
H 2.406 -3.375 -3.154
H 0.682 -3.499 -2.694
H 0.266 -1.588 -4.941
H 1.898 -3.087 -1.466
C -1.133 -1.648 -1.551
O -1.593 -2.720 -1.359
Cl 0.960 2.074 -2.438
C -0.544 4.213 4.006
C 0.482 4.205 3.052
C 0.504 3.218 2.053
C -0.471 2.222 2.044
C -1.517 2.248 2.964
C -1.552 3.242 3.956
Sb -0.157 0.497 0.670
C 1.646 -0.040 1.800
C 2.856 -0.128 1.119
C 3.994 -0.629 1.772
C 3.923 -0.957 3.135
C 2.725 -0.760 3.843
C 1.591 -0.289 3.172
C -1.689 -0.762 1.621
C -1.333 -1.851 2.416
C -2.337 -2.618 3.027
C -3.687 -2.336 2.786
C -4.039 -1.269 1.940
C -3.033 -0.484 1.346
H -0.550 4.969 4.795
H 1.275 4.960 3.088
H 1.308 3.227 1.311
H -2.297 1.484 2.940
H -2.353 3.248 4.692
H 2.938 0.189 0.075
H 4.928 -0.736 1.208
H 4.799 -1.355 3.649
H 2.672 -0.964 4.915
H 0.665 -0.129 3.736
H -0.290 -2.112 2.574
H -2.058 -3.443 3.685
H -4.463 -2.942 3.251
H -5.093 -1.051 1.738
H -3.319 0.330 0.676
*
```

⟨S²⟩: 2.056
HOMO energy (alpha / beta) (eV): -16.849 / -16.845

=====

3.
# C24H27ClKN4O2S2

C24H27ClKN4O2S2 as an isolated structure (ωB97M-V/def2-TZVPD, the Open Molecules 2025 dataset).

Structure (ORCA input):
```
! wB97M-V def2-TZVPD RIJCOSX def2/J DEFGRID3
* xyz -1 1
K 1.967 -3.285 0.445
S -0.809 -1.212 -0.710
C -1.246 0.131 0.200
N -2.319 0.913 -0.206
C -2.387 2.231 0.367
C -2.388 2.049 1.876
N -1.182 1.369 2.266
C -0.536 1.857 3.463
C 0.046 3.224 3.236
C 1.022 3.378 2.256
C 1.529 4.629 1.964
C 1.067 5.744 2.647
C 0.089 5.600 3.614
C -0.425 4.347 3.904
C -0.583 0.474 1.401
S 0.912 -0.184 1.804
C -2.937 0.712 -1.494
C -2.418 1.647 -2.548
C -3.253 2.603 -3.111
C -2.777 3.472 -4.076
C -1.454 3.404 -4.478
C -0.612 2.464 -3.906
C -1.087 1.591 -2.945
H -3.299 2.728 0.034
H -1.523 2.846 0.070
H -3.269 1.455 2.161
H -2.428 3.013 2.387
H 0.251 1.138 3.708
H -1.276 1.881 4.272
H 1.375 2.498 1.740
H 2.284 4.738 1.200
H 1.461 6.725 2.419
H -0.282 6.468 4.141
H -1.191 4.245 4.662
H -4.021 0.844 -1.383
H -2.712 -0.325 -1.768
H -4.286 2.661 -2.793
H -3.439 4.205 -4.513
H -1.083 4.086 -5.231
H 0.422 2.414 -4.215
H -0.438 0.852 -2.498
C 3.455 -2.788 3.317
H 4.020 -1.876 3.352
H 3.988 -3.687 3.074
H 2.644 -2.876 4.011
Cl 3.573 -7.815 -1.068
C 4.121 -6.901 0.331
C 3.323 -5.562 0.304
O 3.837 -4.628 -0.319
O 2.237 -5.563 0.895
H 5.193 -6.745 0.224
H 3.898 -7.488 1.222
N -0.245 -5.623 -2.990
C 0.634 -4.956 -3.798
C 1.135 -3.945 -3.032
N 0.588 -3.986 -1.792
C -0.230 -4.996 -1.791
H -0.767 -6.444 -3.243
H 0.816 -5.255 -4.811
H 1.849 -3.193 -3.292
H -0.829 -5.300 -0.958
*
```

Energy above the lowest of the compared OMol25 structures with the same formula, charge and spin (eV): 1.608
HOMO energy (alpha / beta) (eV): -3.881 / -2.627

=====

4.
# C24H27N3O4

One molecule with the formula C24H27N3O4 (ωB97M-V/def2-TZVPD, the Open Molecules 2025 dataset).

Structure (ORCA input):
```
! wB97M-V def2-TZVPD RIJCOSX def2/J DEFGRID3
* xyz 0 1
C 5.915 -3.627 -7.603
C 6.526 -3.772 -6.444
C 6.023 -4.649 -5.335
N 5.728 -3.873 -4.145
C 4.468 -3.655 -3.716
O 3.493 -4.183 -4.204
C 4.391 -2.666 -2.552
C 4.605 -1.229 -3.031
C 3.670 -0.389 -2.169
O 3.724 0.815 -2.067
N 2.782 -1.230 -1.574
C 1.698 -0.853 -0.768
C 1.654 0.401 -0.156
C 0.580 0.757 0.628
C -0.479 -0.126 0.835
O -1.498 0.338 1.625
C -2.621 -0.485 1.834
C -3.709 0.259 2.622
O -4.705 -0.326 2.986
N -3.422 1.563 2.817
C -4.179 2.552 3.455
C -5.427 2.306 4.015
C -6.121 3.336 4.622
C -5.598 4.621 4.690
C -6.384 5.742 5.308
C -7.259 6.425 4.255
C -4.349 4.855 4.127
C -3.645 3.837 3.517
C -0.434 -1.379 0.242
C 0.643 -1.734 -0.552
C 2.990 -2.620 -1.936
H 6.302 -2.985 -8.376
H 5.002 -4.153 -7.828
H 7.440 -3.232 -6.228
H 6.776 -5.407 -5.085
H 5.094 -5.143 -5.624
H 6.487 -3.346 -3.742
H 5.137 -2.932 -1.798
H 5.630 -0.872 -2.938
H 4.295 -1.106 -4.072
H 2.458 1.100 -0.311
H 0.545 1.728 1.095
H -3.070 -0.795 0.880
H -2.357 -1.389 2.398
H -2.528 1.867 2.449
H -5.844 1.314 3.972
H -7.090 3.134 5.054
H -7.019 5.352 6.106
H -5.703 6.477 5.741
H -7.953 5.709 3.819
H -7.830 7.236 4.701
H -6.643 6.832 3.456
H -3.922 5.847 4.168
H -2.673 4.033 3.085
H -1.229 -2.093 0.384
H 0.637 -2.709 -1.011
H 2.906 -3.259 -1.054
H 2.261 -2.951 -2.687
*
```

Energy above the lowest of the compared OMol25 structures with the same formula, charge and spin (eV): 0.923
HOMO energy (eV): -8.196

=====

5.
# C24H27N3O6S2

One molecule with the formula C24H27N3O6S2 (ωB97M-V/def2-TZVPD, the Open Molecules 2025 dataset).

Structure (ORCA input):
```
! wB97M-V def2-TZVPD RIJCOSX def2/J DEFGRID3
* xyz 0 1
C -8.691 -1.077 0.308
C -8.287 0.045 -0.644
O -7.076 -0.224 -1.320
C -5.891 -0.111 -0.660
C -5.718 0.394 0.623
C -4.452 0.477 1.178
C -3.328 0.083 0.463
N -2.034 0.150 1.006
C -1.635 1.194 1.932
C -0.539 2.054 1.284
O -0.786 3.127 0.777
N 0.677 1.456 1.326
C 1.809 1.781 0.572
C 1.980 3.016 -0.044
C 3.111 3.220 -0.810
C 4.068 2.234 -0.967
C 3.910 0.995 -0.339
N 4.855 -0.017 -0.496
C 6.049 0.225 -1.271
S 4.855 -1.382 0.485
C 5.175 -0.727 2.142
O 5.982 -2.174 0.092
O 3.572 -2.013 0.461
C 2.776 0.789 0.439
S -0.996 -1.141 0.772
O -1.757 -2.329 0.551
O -0.085 -1.132 1.894
C -0.025 -0.765 -0.693
C -0.210 0.390 -1.428
C 0.636 0.652 -2.494
C 1.647 -0.240 -2.813
C 1.811 -1.404 -2.080
C 0.971 -1.668 -1.011
C -3.503 -0.428 -0.822
C -4.763 -0.528 -1.368
H -9.649 -0.842 0.766
H -8.781 -2.010 -0.242
H -7.947 -1.210 1.089
H -9.027 0.137 -1.444
H -8.232 1.006 -0.116
H -6.557 0.722 1.216
H -4.356 0.847 2.187
H -1.273 0.743 2.861
H -2.488 1.840 2.135
H 0.691 0.517 1.727
H 1.233 3.783 0.063
H 3.254 4.171 -1.301
H 4.928 2.437 -1.582
H 6.634 1.053 -0.863
H 5.793 0.435 -2.310
H 6.639 -0.687 -1.230
H 4.983 -1.524 2.849
H 6.214 -0.428 2.174
H 4.514 0.111 2.322
H 2.599 -0.168 0.899
H -0.994 1.086 -1.172
H 0.506 1.557 -3.066
H 2.308 -0.026 -3.640
H 2.600 -2.100 -2.319
H 1.098 -2.551 -0.406
H -2.648 -0.766 -1.384
H -4.901 -0.927 -2.361
*
```

Energy above the lowest of the compared OMol25 structures with the same formula, charge and spin (eV): 0.054
HOMO energy (eV): -8.107

=====

6.
# C24H27N5O4

A 2-piece molecular cluster, C24H27N5O4 overall (ωB97M-V/def2-TZVPD, the Open Molecules 2025 dataset).

Structure (ORCA input):
```
! wB97M-V def2-TZVPD RIJCOSX def2/J DEFGRID3
* xyz 0 1
C 7.392 -2.611 2.423
O 6.487 -1.508 2.645
C 5.154 -1.744 2.758
C 4.326 -0.592 2.758
C 2.955 -0.732 2.678
C 2.392 -2.016 2.655
N 1.025 -2.153 2.453
C 0.205 -1.125 2.018
N -1.047 -1.607 2.228
C -2.281 -0.883 2.105
C -1.023 -2.933 2.663
C 0.262 -3.280 2.791
C 3.189 -3.157 2.817
C 4.579 -3.041 2.822
H 8.369 -2.130 2.468
H 7.303 -3.374 3.208
H 7.230 -3.057 1.431
H 4.805 0.383 2.767
H 2.306 0.141 2.622
H -2.119 0.073 1.598
H -2.996 -1.491 1.539
H -2.726 -0.698 3.094
H -1.920 -3.496 2.846
H 0.705 -4.190 3.144
H 2.730 -4.144 2.862
H 5.204 -3.939 2.823
C 0.927 3.359 3.703
C 0.083 3.035 2.500
O 0.726 1.973 1.743
C -0.051 1.470 0.721
C 0.593 0.369 0.021
C 0.330 0.212 -1.327
C 0.968 -0.861 -2.147
N -0.590 1.060 -1.875
N -1.249 0.642 -2.893
C -2.142 1.627 -3.438
N -3.005 0.915 -4.255
C -4.132 1.413 -4.902
C -5.146 0.511 -5.292
C -6.291 0.982 -5.930
C -6.440 2.348 -6.215
C -5.431 3.244 -5.837
C -4.292 2.789 -5.159
O -2.123 2.829 -3.242
O -1.200 1.878 0.538
H 0.430 4.151 4.265
H 1.030 2.494 4.363
H 1.923 3.715 3.431
H -0.903 2.673 2.812
H -0.027 3.915 1.853
H 1.429 -0.156 0.482
H 1.969 -1.100 -1.775
H 0.362 -1.776 -2.123
H 1.079 -0.541 -3.190
H -2.847 -0.087 -4.196
H -5.018 -0.550 -5.052
H -7.071 0.272 -6.205
H -7.337 2.708 -6.724
H -5.529 4.304 -6.061
H -3.535 3.485 -4.809
*
```

Energy above the lowest of the compared OMol25 structures with the same formula, charge and spin (eV): 6.168
HOMO energy (eV): -8.017

=====

7.
# C24H28BClN3O13S

A 4-piece molecular cluster, C24H28BClN3O13S overall (ωB97M-V/def2-TZVPD, the Open Molecules 2025 dataset).

Structure (ORCA input):
```
! wB97M-V def2-TZVPD RIJCOSX def2/J DEFGRID3
* xyz 1 1
C 2.570 -1.511 2.619
B 1.534 -0.391 2.334
O 1.389 0.205 1.178
S 0.276 0.233 3.628
Cl 1.198 1.483 4.907
C -0.894 1.290 2.702
C -1.998 0.357 2.198
C -3.362 1.041 2.069
C -4.425 0.134 2.664
N -5.758 0.376 2.104
C -6.627 -0.699 2.148
N -6.831 -1.447 3.145
N -7.415 -0.908 0.973
H 2.867 -1.632 3.650
H 2.166 -2.451 2.254
H 3.444 -1.297 2.020
H 1.858 -0.254 0.455
H -0.330 1.730 1.897
H -1.255 2.061 3.362
H -2.099 -0.428 2.938
H -1.688 -0.140 1.288
H -3.600 1.224 1.029
H -3.354 2.000 2.561
H -4.152 -0.913 2.545
H -4.445 0.315 3.734
H -5.649 0.599 1.119
H -6.257 -1.138 3.934
H -7.115 -1.791 0.572
H -8.352 -1.066 1.328
C 5.070 0.245 -2.340
C 6.360 0.065 -2.682
C 7.149 -1.121 -2.182
O 8.307 -1.237 -2.514
C 6.472 -2.070 -1.301
C 5.192 -1.880 -0.976
C 4.409 -0.706 -1.484
O 3.232 -0.599 -1.145
O 4.518 -2.716 -0.182
O 7.000 0.905 -3.458
H 4.495 1.091 -2.687
H 7.044 -2.912 -0.936
H 3.612 -2.362 -0.135
H 7.900 0.543 -3.580
C -9.897 3.869 5.197
C -10.282 3.013 4.240
C -9.446 1.826 3.858
O -9.862 1.080 2.993
C -8.175 1.632 4.541
C -7.791 2.488 5.492
C -8.636 3.661 5.893
O -8.223 4.385 6.778
O -6.639 2.368 6.151
O -11.418 3.149 3.569
H -10.492 4.726 5.482
H -7.578 0.783 4.246
H -6.618 3.115 6.783
H -11.457 2.401 2.942
C 9.288 -2.474 -8.139
C 9.066 -2.086 -6.877
C 7.900 -1.215 -6.511
O 7.759 -0.920 -5.335
C 7.008 -0.770 -7.565
C 7.229 -1.155 -8.830
C 8.383 -2.047 -9.197
O 8.508 -2.367 -10.361
O 6.457 -0.784 -9.837
O 9.851 -2.440 -5.866
H 10.122 -3.102 -8.414
H 6.182 -0.131 -7.289
H 6.835 -1.199 -10.638
H 9.471 -2.034 -5.062
*
```

HOMO energy (eV): -11.046

=====

| no. | maximum force (eV/Å) |
| --- | --- |
| 1 | 4.99 |
| 2 | 6.53 |
| 3 | 2.50 |
| 4 | 0.68 |
| 5 | 1.25 |
| 6 | 3.77 |
| 7 | 1.60 |